No. 1
{"formula": "C2H6NO2", "method": "ωB97M-V/def2-TZVPD", "spin_multiplicity": 1, "fmax_ev_per_a": 3.3, "lumo_ev": 4.52, "total_charge": -1, "e_above_lowest_kcal_mol": 119.1, "symbols": ["H", "C", "O", "H", "H", "H", "H", "H", "O", "N", "C"], "positions_angstrom": [[-1.782, 1.259, -1.040], [-0.688, 0.725, 0.736], [1.222, 1.673, -0.326], [-1.058, -0.161, 1.461], [0.953, -1.522, 0.280], [2.015, -0.436, -0.766], [-1.143, 1.709, 0.979], [0.227, -0.559, -1.209], [-1.941, 0.529, -0.489], [0.607, 0.708, 0.380], [0.979, -0.621, -0.335]], "nbo_charge": [0.43, 0.05, -0.81, 0.16, 0.17, 0.21, 0.18, 0.21, -0.96, -0.16, -0.48]}


No. 2
{"formula": "C2H5NO4", "method": "ωB97M-V/def2-TZVPD", "spin_multiplicity": 2, "fmax_ev_per_a": 3.0, "s2": 0.7546, "lumo_ev": [3.69, 3.56], "total_charge": -1, "e_above_lowest_kcal_mol": 5.1, "symbols": ["H", "N", "H", "H", "C", "O", "H", "O", "O", "C", "H", "O"], "positions_angstrom": [[0.733, 1.521, -0.531], [-1.160, 0.820, 0.216], [1.483, -1.084, -1.741], [-1.773, 1.212, -0.467], [0.197, 1.143, 0.344], [-2.877, -0.616, 0.749], [2.797, -1.741, -2.027], [-0.828, -0.859, 1.686], [2.285, -0.959, -2.260], [-1.687, -0.339, 0.815], [-0.008, -0.313, 1.735], [0.838, 1.213, 1.480]], "mulliken_spin": [-0.03, 0.03, 0.00, -0.02, 0.59, 0.02, -0.02, 0.02, 0.06, 0.09, 0.03, 0.23]}


No. 3
{"formula": "C6H7I2NO", "method": "ωB97M-V/def2-TZVPD", "spin_multiplicity": 1, "fmax_ev_per_a": 4.5, "lumo_ev": -0.43, "e_above_lowest_kcal_mol": 54.5, "symbols": ["H", "I", "H", "C", "C", "H", "I", "C", "H", "N", "H", "H", "C", "H", "O", "C", "C"], "positions_angstrom": [[0.021, -0.605, -2.758], [0.406, 3.093, -0.430], [-0.912, -1.786, 1.107], [0.115, 0.797, 1.990], [0.141, -1.481, 1.052], [0.779, -0.858, 3.057], [-2.689, 1.333, -0.028], [0.009, 0.370, -2.277], [0.170, 1.714, 2.529], [-0.034, 0.151, -0.839], [0.910, 0.923, -2.557], [-0.876, 0.921, -2.596], [0.409, -1.072, -0.386], [0.749, -2.374, 1.225], [0.941, -1.848, -1.146], [0.392, -0.461, 2.120], [-0.530, 1.182, -0.065]], "nbo_charge": [0.25, 0.16, 0.25, -0.04, -0.53, 0.23, 0.14, -0.43, 0.22, -0.59, 0.21, 0.21, 0.71, 0.25, -0.59, -0.25, -0.21]}


No. 4
{"formula": "CH3ClFNS", "method": "ωB97M-V/def2-TZVPD", "spin_multiplicity": 1, "fmax_ev_per_a": 5.5, "lumo_ev": -0.66, "e_above_lowest_kcal_mol": 32.9, "symbols": ["N", "S", "H", "Cl", "C", "F", "H", "H"], "positions_angstrom": [[-0.104, 1.341, 0.221], [-1.022, 0.362, 0.953], [0.666, -1.298, 0.770], [-2.892, 0.236, -0.349], [-0.178, -1.121, 0.058], [-1.009, -2.279, 0.181], [-0.307, 2.288, 0.523], [0.153, -1.005, -0.918]], "nbo_charge": [-1.00, 1.05, 0.18, -0.40, -0.05, -0.36, 0.37, 0.21]}


No. 5
{"formula": "C5H5NO2", "method": "ωB97M-V/def2-TZVPD", "spin_multiplicity": 1, "fmax_ev_per_a": 3.1, "lumo_ev": 1.04, "e_above_lowest_kcal_mol": 62.5, "symbols": ["C", "C", "C", "N", "H", "H", "H", "H", "C", "O", "H", "C", "O"], "positions_angstrom": [[-0.056, 0.097, 0.354], [1.148, -1.078, -1.682], [-1.049, 0.660, 2.165], [-1.287, 0.214, 0.014], [2.058, 0.181, 0.031], [-1.172, 0.643, 3.253], [0.123, -1.302, -2.098], [-2.904, 0.913, 1.394], [-1.927, 0.584, 1.158], [1.291, -1.775, -0.489], [1.941, -1.139, -2.390], [1.139, -0.399, -0.318], [0.174, 0.310, 1.637]], "nbo_charge": [0.45, -0.09, 0.04, -0.44, 0.20, 0.22, 0.19, 0.22, -0.11, -0.47, 0.19, 0.01, -0.40]}


No. 6
{"formula": "C2H2F2O", "method": "ωB97M-V/def2-TZVPD", "spin_multiplicity": 1, "fmax_ev_per_a": 4.1, "lumo_ev": -0.43, "e_above_lowest_kcal_mol": 96.9, "symbols": ["C", "H", "H", "F", "O", "C", "F"], "positions_angstrom": [[-1.348, -0.800, -0.148], [0.679, -0.336, -0.608], [0.404, -0.581, 1.477], [1.310, -1.179, 1.568], [-0.969, -0.114, 0.888], [-0.299, -0.132, -0.616], [-2.553, -1.230, -0.402]], "nbo_charge": [0.72, 0.22, 0.56, -0.62, -0.53, -0.11, -0.24]}


No. 7
{"formula": "C11H20N2S", "method": "ωB97M-V/def2-TZVPD", "spin_multiplicity": 1, "fmax_ev_per_a": 5.1, "lumo_ev": 0.59, "e_above_lowest_kcal_mol": 89.3, "symbols": ["C", "H", "N", "H", "H", "H", "H", "H", "N", "H", "H", "C", "H", "H", "H", "C", "H", "C", "C", "C", "C", "H", "H", "H", "H", "H", "C", "H", "S", "C", "C", "H", "C", "H"], "positions_angstrom": [[-1.899, -0.948, -1.226], [-2.225, -2.239, 0.937], [0.530, 2.574, -0.721], [-1.919, -2.009, -1.306], [-4.823, -0.448, -0.927], [2.195, 1.622, 1.372], [2.589, -1.228, 0.402], [1.999, -0.115, -0.768], [-2.360, 0.578, 0.862], [1.843, 0.119, 2.196], [0.110, 3.108, -1.424], [-2.849, -0.412, -0.137], [-3.545, -1.267, 1.737], [-0.848, -0.614, -1.050], [-0.715, -0.739, 2.140], [3.883, 0.389, 0.027], [4.209, 0.555, 1.017], [-4.054, 0.288, -0.772], [4.860, -0.630, -0.589], [2.483, -0.169, 0.158], [1.712, 0.654, 1.254], [5.876, -0.265, -0.611], [3.840, 1.373, -0.519], [-3.801, 0.619, -1.722], [-4.407, 1.105, -0.271], [4.481, -0.844, -1.576], [-0.777, 0.097, 1.367], [-2.188, -0.531, -2.191], [-1.941, 2.101, 0.101], [0.173, 0.862, 0.888], [-3.160, -1.661, 0.854], [4.874, -1.569, 0.105], [-0.203, 1.930, 0.042], [-3.942, -2.286, 0.352]], "nbo_charge": [-0.65, 0.21, -0.65, 0.22, 0.21, 0.23, 0.19, 0.20, -0.57, 0.21, 0.35, 0.13, 0.22, 0.23, 0.23, -0.39, 0.19, -0.62, -0.60, -0.39, -0.40, 0.21, 0.21, 0.21, 0.22, 0.20, 0.04, 0.21, 0.39, -0.15, -0.61, 0.19, 0.10, 0.21]}


No. 8
{"formula": "C16H40O8", "method": "ωB97M-V/def2-TZVPD", "spin_multiplicity": 1, "fmax_ev_per_a": 1.9, "lumo_ev": 0.84, "e_above_lowest_kcal_mol": 105.9, "symbols": ["C", "H", "H", "H", "H", "H", "H", "H", "C", "O", "H", "H", "O", "C", "H", "H", "H", "O", "H", "C", "H", "H", "H", "H", "H", "C", "H", "H", "H", "C", "H", "H", "C", "H", "H", "O", "C", "H", "H", "H", "C", "H", "H", "H", "C", "C", "C", "O", "H", "H", "O", "C", "H", "H", "C", "C", "H", "H", "O", "C", "O", "H", "H", "H"], "positions_angstrom": [[1.834, -2.654, 0.140], [-6.135, 3.203, 3.163], [-7.009, 1.670, 0.434], [3.092, 6.681, -0.227], [-2.673, 0.603, 4.365], [-0.167, -2.333, 0.134], [2.528, -1.156, 2.417], [4.425, -2.012, 0.199], [-0.747, -0.726, -2.981], [-3.185, 1.646, 2.709], [4.873, -3.433, 1.091], [-7.849, 0.775, 1.763], [-0.260, -1.999, -2.662], [-0.843, -3.106, -3.290], [-1.847, -0.806, -2.981], [0.299, -3.413, 1.523], [-4.458, 1.665, 4.272], [1.228, -4.308, -3.049], [-3.729, 3.230, 3.907], [2.034, 3.455, -2.388], [2.864, 5.423, -2.385], [-0.633, -5.188, -3.146], [1.601, -2.109, 3.492], [1.338, -0.322, 3.339], [2.131, -1.688, -0.292], [2.856, 4.548, -1.719], [-0.542, -0.300, -3.975], [1.758, -3.355, -0.700], [-1.918, -3.227, -3.099], [-5.369, 2.645, 2.605], [-7.684, 2.505, 1.817], [3.026, 1.885, -0.028], [0.540, -2.510, 0.951], [-1.652, 1.839, 4.208], [-0.339, -0.040, -2.242], [-5.979, 1.421, 2.245], [1.879, -5.542, -2.716], [1.148, -6.348, -2.670], [1.301, 2.158, -0.275], [3.885, 4.172, -1.624], [4.106, -3.034, 0.421], [2.502, 6.031, 1.268], [-0.678, -3.049, -4.370], [0.986, 3.512, -2.081], [-7.169, 1.585, 1.509], [2.206, 1.762, -0.744], [-4.173, 2.338, 3.452], [2.843, -3.100, 1.043], [2.358, -5.435, -1.738], [3.922, 5.295, 0.624], [2.435, 2.115, -2.084], [-0.149, -4.325, -2.672], [-1.439, 0.588, 2.960], [2.034, 0.678, -0.763], [2.967, 5.743, 0.325], [-2.172, 1.132, 3.540], [2.115, 3.534, -3.472], [-0.306, -4.413, -1.595], [0.481, -1.471, 1.891], [1.508, -1.256, 2.806], [2.274, 4.827, -0.485], [2.658, -5.652, -3.466], [4.189, -3.671, -0.467], [-5.124, 3.316, 1.773]], "nbo_charge": [-0.09, 0.17, 0.17, 0.17, 0.16, 0.20, 0.17, 0.17, -0.24, -0.53, 0.19, 0.19, -0.55, -0.07, 0.16, 0.17, 0.17, -0.55, 0.17, -0.08, 0.17, 0.16, 0.16, 0.18, 0.17, -0.10, 0.16, 0.19, 0.16, -0.08, 0.16, 0.17, -0.08, 0.15, 0.20, -0.53, -0.25, 0.17, 0.18, 0.18, -0.26, 0.20, 0.18, 0.18, -0.25, -0.27, -0.08, -0.55, 0.17, 0.17, -0.53, -0.07, 0.21, 0.18, -0.25, -0.26, 0.19, 0.17, -0.54, -0.24, -0.54, 0.19, 0.17, 0.17]}